Molecular formula: C44H123N9O13
Method: DFT, the ωB97M-V functional and the def2-TZVPD basis

Computed properties:
LUMO level: 0.28 eV
Relative energy (zero: lowest compared OMol25 entry of this formula, charge and spin): 16.92 kcal per mole
Total energy: -3220.9489 Ha
Frontier orbital gap: 0.332 hartree

The geometry in ORCA input format:
```
! RIJCOSX wB97M-V def2-TZVPD def2/J DEFGRID3
* xyz 0 1
C -2.063 7.231 -5.753
C -3.085 6.274 -5.146
C -2.858 6.065 -3.674
O -1.651 5.376 -3.484
C -1.641 4.699 -2.243
N -4.417 6.863 -5.334
H -2.396 7.696 -6.680
H -1.115 6.724 -5.969
H -1.765 8.024 -5.058
H -2.945 5.320 -5.679
H -3.714 5.554 -3.211
H -2.783 7.061 -3.202
H -2.318 3.840 -2.293
H -1.952 5.377 -1.436
H -0.645 4.331 -1.993
H -4.640 6.809 -6.328
H -5.128 6.243 -4.936
C 5.280 -1.240 1.406
C 4.957 -1.103 -0.084
C 5.875 -1.981 -0.884
O 7.241 -1.655 -0.836
C 7.538 -0.368 -1.340
N 3.582 -1.553 -0.400
H 6.339 -1.005 1.588
H 5.152 -2.280 1.731
H 4.672 -0.609 2.053
H 5.031 -0.044 -0.341
H 5.501 -2.034 -1.922
H 5.797 -3.008 -0.513
H 7.146 0.403 -0.676
H 7.147 -0.249 -2.360
H 8.622 -0.316 -1.406
H 3.464 -2.522 -0.101
H 2.931 -0.998 0.154
C -2.939 7.241 3.914
C -2.206 5.972 4.296
C -2.263 4.922 3.222
O -3.531 4.891 2.648
C -3.641 3.833 1.737
N -0.788 6.187 4.647
H -4.021 7.120 3.928
H -2.628 7.614 2.936
H -2.707 8.027 4.641
H -2.677 5.488 5.156
H -1.993 3.952 3.660
H -1.478 5.051 2.443
H -2.841 3.892 0.991
H -4.606 3.847 1.238
H -3.640 2.858 2.252
H -0.771 7.017 5.235
H -0.273 6.447 3.808
C 3.450 1.724 -4.630
C 4.070 1.173 -3.356
C 5.091 2.143 -2.772
O 6.213 2.182 -3.647
C 7.270 2.948 -3.115
N 2.999 0.904 -2.321
H 3.025 2.707 -4.418
H 2.681 1.036 -4.978
H 4.228 1.833 -5.384
H 4.593 0.229 -3.558
H 5.426 1.754 -1.796
H 4.675 3.154 -2.669
H 7.524 2.603 -2.094
H 6.971 4.000 -3.029
H 8.159 2.787 -3.715
H 3.326 0.064 -1.834
H 2.207 0.496 -2.830
C -2.869 -4.506 -1.451
C -2.142 -3.200 -1.111
C -2.778 -2.060 -1.881
O -2.552 -2.221 -3.268
C -3.302 -1.345 -4.033
N -2.270 -2.889 0.316
H -2.393 -5.348 -0.942
H -2.903 -4.698 -2.524
H -3.897 -4.445 -1.079
H -1.096 -3.323 -1.410
H -2.344 -1.105 -1.543
H -3.862 -2.078 -1.661
H -4.347 -1.307 -3.702
H -3.327 -1.726 -5.060
H -2.867 -0.344 -4.097
H -1.962 -3.721 0.820
H -3.287 -2.812 0.500
C -0.597 -6.931 1.901
C -1.407 -6.551 3.127
C -2.164 -5.264 2.978
O -1.349 -4.174 2.658
C -0.631 -3.678 3.779
N -2.393 -7.613 3.520
H 0.149 -6.166 1.642
H -1.254 -6.948 1.017
H -0.058 -7.873 1.967
H -0.761 -6.518 4.015
H -2.800 -5.035 3.838
H -2.842 -5.369 2.114
H -0.229 -2.693 3.562
H 0.240 -4.333 3.968
H -1.198 -3.704 4.716
H -1.982 -8.522 3.321
H -3.182 -7.580 2.865
C 1.500 0.894 4.625
C 2.615 0.111 3.988
C 2.789 -1.261 4.580
O 2.975 -1.119 5.962
C 3.286 -2.330 6.575
N 2.425 -0.060 2.538
H 1.484 1.870 4.139
H 1.725 1.136 5.666
H 0.532 0.404 4.513
H 3.537 0.682 4.115
H 3.720 -1.673 4.160
H 1.957 -1.940 4.348
H 3.140 -2.200 7.651
H 4.309 -2.689 6.418
H 2.565 -3.108 6.277
H 2.259 0.838 2.092
H 1.537 -0.556 2.408
C 4.655 -5.892 -1.895
C 4.592 -6.109 -0.400
C 3.237 -5.814 0.169
O 3.008 -4.428 0.155
C 1.722 -4.100 0.584
N 5.023 -7.495 -0.074
H 4.394 -4.861 -2.160
H 3.915 -6.497 -2.435
H 5.642 -6.103 -2.297
H 5.335 -5.477 0.095
H 3.133 -6.179 1.203
H 2.470 -6.334 -0.434
H 0.918 -4.462 -0.064
H 1.670 -3.021 0.718
H 1.544 -4.492 1.601
H 4.241 -8.143 -0.200
H 5.161 -7.536 0.939
C -4.574 -1.882 3.069
C -5.536 -1.844 1.888
C -5.382 -0.592 1.045
O -5.682 0.580 1.754
C -7.035 0.915 1.780
N -5.366 -3.020 1.001
H -4.897 -1.229 3.875
H -3.569 -1.564 2.775
H -4.497 -2.916 3.417
H -6.559 -1.859 2.292
H -6.032 -0.686 0.153
H -4.365 -0.502 0.648
H -7.453 0.941 0.760
H -7.150 1.856 2.299
H -7.627 0.124 2.268
H -5.821 -3.835 1.384
H -5.740 -2.803 0.085
C -0.315 1.744 -4.252
C -0.667 0.321 -3.916
O 0.458 -0.341 -3.298
H 0.290 2.173 -3.443
H -1.160 2.411 -4.406
H 0.359 1.800 -5.111
H -0.951 -0.270 -4.791
H -1.517 0.339 -3.214
H 0.279 -1.287 -3.327
C -4.230 1.689 -2.300
C -5.145 2.288 -1.257
O -4.981 3.671 -1.272
H -4.507 2.016 -3.303
H -4.267 0.602 -2.201
H -3.194 1.981 -2.123
H -4.839 1.804 -0.316
H -6.179 1.968 -1.433
H -5.604 4.120 -0.693
C 2.183 3.792 0.613
C 2.794 4.261 -0.684
O 2.213 3.642 -1.821
H 1.094 3.845 0.577
H 2.552 4.402 1.444
H 2.483 2.764 0.832
H 3.872 4.041 -0.699
H 2.674 5.343 -0.763
H 2.511 2.708 -1.889
C -0.341 1.097 0.615
C 0.186 -0.220 0.116
O 0.031 -1.301 1.036
H -0.004 1.878 -0.073
H 0.037 1.308 1.617
H -1.431 1.070 0.692
H 1.253 -0.157 -0.147
H -0.210 -0.469 -0.883
H -0.862 -1.710 0.900
*
```



Molecular formula: C23H27AsN3O4RuSe2
Method: DFT, the ωB97M-V functional and the def2-TZVPD basis

Computed properties:
LUMO level (alpha / beta): -7.36 / -7.66 eV
Relative energy (zero: lowest compared OMol25 entry of this formula, charge and spin): 10.16 kcal per mole
Total energy: -8490.7798 Ha
Frontier orbital gap (alpha / beta): 0.255 / 0.251 hartree

The geometry in ORCA input format:
```
! RIJCOSX wB97M-V def2-TZVPD def2/J DEFGRID3
* xyz 2 2
Ru 0.105 -0.721 -0.759
O 2.066 -0.689 -1.266
C 2.756 0.333 -1.491
C 2.356 1.686 -1.346
C 3.321 2.675 -1.635
C 3.007 3.988 -1.475
C 1.744 4.387 -1.024
C 0.794 3.442 -0.733
C 1.064 2.070 -0.893
O 0.106 1.229 -0.588
N 4.020 5.017 -1.780
O 3.689 6.169 -1.624
O 5.102 4.625 -2.155
H 3.775 0.142 -1.838
H 4.311 2.403 -1.979
H 1.541 5.444 -0.914
H -0.192 3.728 -0.392
Se -1.177 -1.811 -2.905
Se -2.336 -1.253 -0.904
C -3.297 0.213 -1.756
C -4.642 0.328 -1.476
C -5.326 1.369 -2.097
C -4.638 2.199 -2.961
C -3.283 1.963 -3.178
N -2.615 0.984 -2.572
C -0.289 -3.271 -2.018
C -0.201 -4.558 -2.484
C 0.571 -5.457 -1.749
C 1.200 -5.020 -0.597
C 1.043 -3.699 -0.205
N 0.306 -2.838 -0.906
H -5.144 -0.360 -0.809
H -6.382 1.513 -1.913
H -5.137 3.009 -3.472
H -2.714 2.573 -3.867
H -0.709 -4.851 -3.392
H 0.677 -6.481 -2.080
H 1.811 -5.686 -0.004
H 1.532 -3.312 0.682
C -1.800 1.295 1.992
C -0.365 0.977 2.388
As 0.214 -0.723 1.656
C 2.001 -1.092 2.357
C 2.379 -0.233 3.560
C -0.963 -2.052 2.451
C -0.855 -2.106 3.971
H -2.075 2.281 2.366
H -2.504 0.581 2.421
H -1.919 1.310 0.906
H -0.252 0.905 3.470
H 0.330 1.737 2.033
H 2.702 -0.950 1.534
H 2.016 -2.152 2.620
H 2.397 0.828 3.311
H 3.377 -0.507 3.902
H 1.695 -0.377 4.396
H -0.711 -3.014 1.999
H -1.976 -1.804 2.132
H 0.147 -2.389 4.295
H -1.547 -2.849 4.366
H -1.108 -1.150 4.429
*
```



Molecular formula: C27H41BiCl2N4O4
Method: DFT, the ωB97M-V functional and the def2-TZVPD basis

Computed properties:
LUMO level: 0.14 eV
Relative energy (zero: lowest compared OMol25 entry of this formula, charge and spin): 20.48 kcal per mole
Total energy: -2708.3999 Ha
Frontier orbital gap: 0.252 hartree

The geometry in ORCA input format:
```
! RIJCOSX wB97M-V def2-TZVPD def2/J DEFGRID3
* xyz 0 1
O 2.931 1.644 -2.194
C 2.800 2.355 -3.184
C 1.786 3.423 -3.352
C 1.016 3.827 -2.250
H 1.003 3.215 -1.347
C 0.285 5.014 -2.313
H -0.295 5.361 -1.454
C 0.270 5.778 -3.490
H -0.248 6.740 -3.524
C 0.909 5.299 -4.645
H 0.809 5.835 -5.598
C 1.655 4.116 -4.573
H 2.165 3.695 -5.446
H 3.449 2.265 -4.103
C -0.950 -0.667 -4.895
C -1.678 0.285 -4.009
H -0.963 -0.403 -5.966
H -1.330 -1.692 -4.806
H 0.109 -0.704 -4.601
C -2.365 1.389 -4.338
C -3.370 1.593 -5.444
H -2.238 2.306 -3.746
H -3.052 2.385 -6.130
H -4.322 1.932 -5.020
H -3.557 0.686 -6.026
Bi -1.702 -0.267 -1.840
Cl -3.055 1.832 -1.147
Cl -3.334 -1.981 -2.626
C -3.908 -1.188 0.495
O -2.653 -1.241 0.415
N -4.640 -2.116 1.109
C -4.075 -3.346 1.658
C -6.073 -1.932 1.260
H -4.474 -0.355 0.041
H -2.999 -3.375 1.475
H -4.560 -4.217 1.197
H -4.277 -3.400 2.736
H -6.325 -0.950 0.846
H -6.352 -1.970 2.322
H -6.628 -2.713 0.720
H 1.422 -5.158 -2.049
H 3.874 -3.817 -1.834
C 1.335 -4.449 -2.886
C 3.442 -3.156 -2.595
N 1.989 -3.184 -2.559
H 0.279 -4.284 -3.118
C 1.314 -2.119 -2.122
O 0.059 -2.097 -2.061
H 3.762 -2.128 -2.409
H 1.953 -1.262 -1.833
H 1.855 -4.882 -3.748
H 3.802 -3.489 -3.574
C 4.856 -0.012 5.724
C 3.504 0.543 6.112
N 2.381 0.140 5.245
C 1.868 -1.230 5.491
C 1.121 -1.310 6.810
C 2.364 0.644 3.949
O 3.305 1.257 3.450
C 1.044 0.524 3.224
C -0.151 0.752 3.920
C -1.324 0.908 3.186
C -1.229 0.887 1.786
N -0.105 0.632 1.122
C 1.028 0.479 1.809
H 4.863 -1.108 5.733
H 5.590 0.353 6.450
H 5.131 0.358 4.731
H 3.220 0.220 7.118
H 3.546 1.640 6.078
H 1.198 -1.505 4.666
H 2.729 -1.923 5.492
H 0.230 -0.671 6.780
H 0.795 -2.344 6.958
H 1.745 -1.010 7.659
H -0.130 0.850 5.008
H -2.287 1.072 3.654
H -2.105 1.091 1.178
H 1.961 0.332 1.253
*
```